1.
Entry from OMol25: a 18-piece molecular cluster, H36O18 overall (the ωB97M-V functional and the def2-TZVPD basis).

Structure (XYZ):
```
54
H36O18 the ωB97M-V functional and the def2-TZVPD basis
O -4.628 -2.278 -0.048
O -1.133 3.197 -3.379
O -4.842 3.471 0.528
O 1.707 -0.609 2.664
O 2.421 1.732 -0.845
O 1.626 3.732 -2.536
O -0.131 0.392 0.159
O 2.925 4.433 3.244
O 2.090 2.214 1.963
O 3.948 -2.875 -0.462
O 1.200 -1.748 -2.065
O 4.169 -0.459 -1.788
O -2.948 0.918 1.773
O 1.246 -3.646 0.472
O -1.293 0.313 -4.442
O -1.288 -1.089 3.177
O -1.954 -3.305 0.635
O -3.337 -3.997 2.834
H -0.176 -0.374 -0.413
H 2.361 3.206 -2.220
H -3.136 1.571 1.099
H -1.654 -0.350 2.692
H 1.826 1.305 1.816
H -1.114 2.270 -3.618
H -1.720 0.330 -5.299
H -1.895 -1.222 3.906
H 1.945 -1.184 -1.858
H -4.469 3.920 1.286
H 2.062 2.615 1.094
H -2.761 -3.792 2.098
H -3.709 0.944 2.352
H -1.101 -3.071 1.001
H -3.725 -2.487 0.189
H -4.719 -2.590 -0.948
H 4.094 -3.538 -1.137
H 4.104 -2.042 -0.906
H 2.098 -3.263 0.679
H 4.188 -0.731 -2.706
H -4.139 -4.324 2.427
H 0.761 -0.700 2.552
H -0.251 3.380 -3.055
H 3.369 5.006 2.619
H -1.780 -4.075 0.094
H 3.108 1.077 -0.717
H -1.873 -0.217 -3.895
H 1.997 4.603 -2.676
H -1.022 0.495 0.493
H 1.806 -0.114 3.477
H 2.535 3.745 2.704
H 1.277 -1.913 -3.004
H 1.605 1.257 -0.689
H 4.937 0.104 -1.688
H -5.711 3.193 0.817
H 1.104 -3.432 -0.450
```

The electronic energy comes out at -37440.576 eV. The LUMO energy comes out at -0.57 eV. As for the energy relative to the best compared isomer or geometry (same formula, charge and spin): 44.6 kcal per mole. Its total charge is 0. The calculation puts the gap between HOMO and LUMO at 9.69 eV.


2.
Entry from OMol25: H37O19 as an isolated structure in a non-equilibrium geometry (the ωB97M-V functional and the def2-TZVPD basis).

Structure (XYZ):
```
56
H37O19 the ωB97M-V functional and the def2-TZVPD basis
O -0.336 0.547 3.137
O 0.544 2.042 -3.607
O 1.696 -1.110 4.703
O 2.895 2.080 1.184
O 1.170 -1.483 -3.587
O 0.057 -0.187 -0.536
O -3.748 1.876 -2.893
O -1.074 -2.848 -1.812
O -3.402 3.146 -0.629
O 2.611 1.236 -2.079
O 1.466 -4.818 0.094
O 2.875 -0.871 2.544
O 1.197 2.932 -0.603
O -1.013 2.058 -0.661
O 2.952 -0.825 -0.549
O -3.927 2.060 1.892
O -2.594 -2.052 3.013
O -0.058 -2.140 1.140
O -2.963 -1.811 -0.271
H 2.320 1.653 -2.827
H 3.293 -0.293 -1.257
H 0.560 0.335 2.907
H -3.945 2.376 0.933
H 0.042 2.731 -0.620
H 0.947 -0.004 -0.473
H -3.308 -2.440 0.486
H 2.188 -1.014 3.792
H -3.885 1.145 -2.267
H 3.583 2.630 1.303
H -1.343 1.865 0.234
H -0.509 -0.363 3.411
H -1.639 -1.673 3.124
H -2.713 -1.530 2.270
H -2.778 2.442 -0.619
H 1.812 -1.217 -4.222
H 0.735 -4.876 -0.677
H 0.834 -1.593 4.383
H -3.740 1.132 1.939
H -2.964 -2.289 -1.094
H 2.184 -4.342 -0.253
H 0.168 -1.361 0.566
H 1.570 3.683 -0.258
H 0.691 -2.307 1.679
H 2.653 -1.741 2.377
H -3.747 2.705 -2.227
H 2.163 2.341 0.482
H 3.255 -0.184 0.024
H 0.244 2.145 -2.538
H 2.147 1.398 -1.324
H -0.521 -2.748 -1.075
H 1.579 -1.889 -2.886
H -2.815 3.761 -1.176
H -0.359 0.772 -0.642
H -1.282 -1.963 -2.107
H 3.264 -0.338 1.901
H 0.972 1.221 -3.748
```

The electronic energy comes out at -39501.689 eV. The LUMO energy comes out at 2.24 eV. As for the energy relative to the best compared isomer or geometry (same formula, charge and spin): 152.0 kcal per mole. Its total charge is -1. The calculation puts the gap between HOMO and LUMO at 9.96 eV.


3.
Entry from OMol25: a 19-piece molecular cluster, H38O19 overall in a non-equilibrium geometry (the ωB97M-V functional and the def2-TZVPD basis).

Structure (XYZ):
```
57
H38O19 the ωB97M-V functional and the def2-TZVPD basis
O -0.524 0.395 2.010
O -3.029 -1.057 3.654
O 3.888 -0.974 1.319
O -3.666 0.869 -2.221
O -0.285 -2.502 -0.264
O -2.203 -3.964 -2.201
O 0.725 -0.812 4.058
O 1.405 0.572 -4.089
O 1.203 -0.164 -0.750
O 3.446 -0.506 -2.449
O -4.836 -0.895 1.270
O -1.823 1.329 -0.432
O -1.164 4.884 -0.902
O 4.097 2.720 -1.457
O -0.489 3.806 1.606
O 2.154 -3.268 -1.348
O 2.038 1.219 2.857
O 0.388 -3.049 2.631
O -1.067 1.166 -3.168
H -1.756 2.428 -0.421
H 1.331 1.794 2.915
H 0.502 0.742 -3.796
H 3.378 -1.389 1.921
H -5.037 -0.053 1.046
H 2.947 -1.301 -2.464
H 0.815 -1.805 4.321
H -1.315 1.979 -3.231
H 3.434 -0.137 1.430
H 2.145 1.215 -3.921
H -1.344 4.750 0.058
H -0.405 2.917 1.859
H -2.622 -1.125 2.826
H -0.178 4.824 -0.985
H -2.530 1.141 -1.022
H -4.147 0.226 -1.653
H -2.307 -3.287 -1.455
H -1.110 0.662 1.258
H 3.362 2.996 -1.793
H 0.263 -1.046 3.073
H 2.391 -3.282 -2.194
H -1.825 0.581 -3.052
H 1.772 0.477 3.317
H 0.723 -3.055 1.805
H -2.461 -3.421 -2.923
H -4.338 -0.641 2.087
H 2.870 0.106 -2.833
H 0.632 0.384 -1.131
H 2.944 -3.374 -0.820
H 4.446 1.915 -1.983
H -0.039 -3.975 2.739
H 0.165 0.327 1.204
H -0.121 -3.357 -0.801
H 1.960 0.540 -0.616
H -4.166 1.728 -2.356
H -2.500 -0.945 4.428
H 0.559 -2.045 -0.279
H -0.507 4.349 2.451
```

The electronic energy comes out at -39515.626 eV. The LUMO energy comes out at -0.55 eV. As for the energy relative to the best compared isomer or geometry (same formula, charge and spin): 167.7 kcal per mole. Its total charge is 0. The calculation puts the gap between HOMO and LUMO at 10.27 eV.


4.
Entry from OMol25: a 19-piece molecular cluster, H39O19 overall in a non-equilibrium geometry (the ωB97M-V functional and the def2-TZVPD basis).

Structure (XYZ):
```
58
H39O19 the ωB97M-V functional and the def2-TZVPD basis
O -2.282 -2.118 -1.825
O -0.672 -2.600 2.214
O -0.251 2.100 -0.926
O -3.415 1.098 -0.489
O 3.777 -0.402 2.159
O -1.840 0.167 1.405
O 1.835 2.391 -3.764
O -0.596 -4.414 -0.069
O -0.315 -0.013 -3.387
O 0.716 -0.531 1.043
O 2.627 -1.308 -0.459
O 3.232 2.122 1.175
O -1.412 -0.408 4.542
O -0.086 -1.297 -1.228
O -1.321 2.323 -3.302
O -2.745 -2.224 0.851
O 2.311 -1.279 -3.227
O 1.144 3.055 4.115
O -1.045 3.510 1.970
H -0.545 -4.903 0.622
H 2.396 2.538 0.894
H 2.183 -1.507 -4.181
H 0.571 -0.630 -1.149
H -2.847 -2.077 -0.162
H -1.737 -2.695 1.113
H 0.759 3.004 3.345
H -1.125 3.056 1.058
H 0.306 -1.666 -2.064
H 1.337 0.157 1.548
H -2.493 1.100 -0.949
H -2.064 2.112 -3.926
H 2.779 -1.966 -1.042
H 3.671 0.529 2.336
H -2.054 -1.528 0.897
H 2.662 -1.789 0.432
H 3.319 -0.896 2.964
H -0.626 1.678 -3.616
H -0.945 0.176 1.472
H 0.422 -0.546 -3.023
H -0.107 -1.797 2.031
H -1.676 -0.831 3.680
H -1.574 4.331 2.002
H -1.151 2.568 -1.022
H 0.183 2.164 -1.785
H -0.236 -3.450 2.612
H -2.027 0.392 4.446
H 2.648 2.599 -3.263
H 1.035 2.904 -3.474
H -1.967 0.966 0.708
H 1.181 -1.259 0.605
H 3.870 2.617 0.818
H -4.030 1.085 -1.324
H -0.493 -0.296 -4.275
H 1.802 2.318 4.066
H -0.330 -4.802 -0.943
H 3.178 -0.900 -3.261
H -1.624 -1.412 -2.157
H -1.961 -2.719 -2.426
```

The electronic energy comes out at -39524.362 eV. The LUMO energy comes out at -3.15 eV. As for the energy relative to the best compared isomer or geometry (same formula, charge and spin): 153.5 kcal per mole. Its total charge is +1. The calculation puts the gap between HOMO and LUMO at 9.90 eV.


5.
Entry from OMol25: H3INO2P as an isolated structure in a non-equilibrium geometry (the ωB97M-V functional and the def2-TZVPD basis).

Structure (XYZ):
```
8
H3INO2P the ωB97M-V functional and the def2-TZVPD basis
I -2.920 -0.192 0.119
P 0.070 0.473 -0.737
O 0.971 -1.496 -0.422
O 1.255 1.332 -0.217
N -1.022 0.602 0.490
H -0.799 0.601 1.468
H 0.547 -2.212 -1.043
H 1.897 0.892 0.343
```

The electronic energy comes out at -23022.253 eV. The LUMO energy comes out at -0.84 eV. As for the energy relative to the best compared isomer or geometry (same formula, charge and spin): 30.4 kcal per mole. Its total charge is 0. The calculation puts the gap between HOMO and LUMO at 8.41 eV.


6.
Entry from OMol25: H3INP as an isolated structure in a non-equilibrium geometry (the ωB97M-V functional and the def2-TZVPD basis).

Structure (XYZ):
```
6
H3INP the ωB97M-V functional and the def2-TZVPD basis
I 1.096 1.753 -1.001
P -0.672 -0.773 -0.261
N 0.373 0.457 0.309
H -0.839 1.437 0.914
H -0.330 -1.387 0.921
H 0.372 -1.488 -0.882
```

The electronic energy comes out at -18923.680 eV. The LUMO energy (alpha / beta) comes out at -0.99 / -0.99 eV. As for the energy relative to the best compared isomer or geometry (same formula, charge and spin): 108.9 kcal per mole. Its total charge is 0. The calculation puts the gap between HOMO and LUMO (alpha / beta) at 7.78 / 7.78 eV.


7.
Entry from OMol25: a single H3INP molecule in a non-equilibrium geometry (the ωB97M-V functional and the def2-TZVPD basis).

Structure (XYZ):
```
6
H3INP the ωB97M-V functional and the def2-TZVPD basis
I -2.650 0.030 -0.011
P 0.745 -0.071 -0.163
N -0.789 -0.925 -0.029
H 0.433 0.862 -1.121
H -0.641 -1.542 0.771
H 0.635 0.818 0.787
```

The electronic energy comes out at -18924.303 eV. The LUMO energy (alpha / beta) comes out at 0.93 / -2.80 eV. As for the energy relative to the best compared isomer or geometry (same formula, charge and spin): 17.9 kcal per mole. Its multiplicity is 3. Its total charge is 0. The calculation puts the gap between HOMO and LUMO (alpha / beta) at 7.56 / 6.44 eV.


8.
Entry from OMol25: a 2-piece molecular cluster, H3IO3P overall in a non-equilibrium geometry (the ωB97M-V functional and the def2-TZVPD basis).

Structure (XYZ):
```
8
H3IO3P the ωB97M-V functional and the def2-TZVPD basis
I -0.857 2.718 -1.406
P 0.002 0.766 -0.108
O 0.244 -2.187 -0.814
O 1.449 1.106 0.462
O -0.889 0.252 1.060
H -0.482 -2.629 -1.400
H 1.848 0.639 1.133
H -1.315 -0.664 1.074
```

The electronic energy comes out at -23570.679 eV. The LUMO energy (alpha / beta) comes out at -7.65 / -6.44 eV. As for the energy relative to the best compared isomer or geometry (same formula, charge and spin): 115.2 kcal per mole. Its total charge is +1. The calculation puts the gap between HOMO and LUMO (alpha / beta) at 7.51 / 8.04 eV.


9.
Entry from OMol25: H3N2O2P as an isolated structure in a non-equilibrium geometry (the ωB97M-V functional and the def2-TZVPD basis).

Structure (XYZ):
```
8
H3N2O2P the ωB97M-V functional and the def2-TZVPD basis
P -0.156 1.035 0.315
O -0.313 0.273 -1.547
O -1.146 -0.271 0.402
N -1.462 -0.362 -0.959
N 1.160 0.334 0.931
H 1.944 0.978 0.946
H -1.317 -1.396 -1.338
H 1.289 -0.590 1.251
```

The electronic energy comes out at -16409.193 eV. The LUMO energy comes out at 0.41 eV. As for the energy relative to the best compared isomer or geometry (same formula, charge and spin): 84.9 kcal per mole. Its total charge is 0. The calculation puts the gap between HOMO and LUMO at 8.70 eV.


10.
Entry from OMol25: a 2-piece molecular cluster, H3N2O2P overall in a non-equilibrium geometry (the ωB97M-V functional and the def2-TZVPD basis).

Structure (XYZ):
```
8
H3N2O2P the ωB97M-V functional and the def2-TZVPD basis
P -0.143 1.270 0.448
O 2.367 0.615 0.327
O 1.822 1.884 2.039
N 1.574 1.218 1.055
N -0.042 0.155 -0.661
H -0.545 0.269 -1.588
H 1.015 -0.052 -0.735
H -0.504 0.080 2.070
```

The electronic energy comes out at -16407.819 eV. The LUMO energy comes out at -0.66 eV. As for the energy relative to the best compared isomer or geometry (same formula, charge and spin): 116.6 kcal per mole. Its total charge is 0. The calculation puts the gap between HOMO and LUMO at 8.68 eV.